(1)
Below is a molecular structure, C19H27NO2Zn, with properties calculated with ωB97M-V/def2-TZVPD.

```
50
Properties=species:S:1:pos:R:3:mulliken_charge:R:1
C 5.0493 -1.8803 -1.1070 -1.11
C 4.2387 -0.4837 -0.8296 -0.15
C 3.0391 -0.8554 0.1756 -0.32
C 2.5232 0.3539 1.1140 -0.71
C 3.0105 1.8164 0.6742 -0.07
C 2.4005 2.3475 -0.7164 -0.59
C 0.8959 1.8905 -1.0177 -0.01
C -0.2141 2.6297 -0.1043 -0.63
C -1.4569 1.5696 0.0410 -0.58
C -2.2355 1.4870 -1.3623 -0.66
C -3.4338 0.3983 -1.4044 -0.88
C -3.0464 -0.9210 -0.6009 0.52
C -1.8813 -1.8091 -1.1940 -0.32
C -1.3887 -3.0947 -0.4744 -0.55
C -2.0971 -3.4729 0.8734 -0.42
C -3.2523 -2.5708 1.4077 0.05
C -3.7796 -1.2820 0.7268 0.33
C -4.9491 -0.5662 1.5410 0.31
O -5.5760 0.4821 1.2855 -0.49
N -5.1169 -1.5097 2.6884 -0.23
C -4.1501 -2.6443 2.7247 0.25
O -4.1005 -3.5125 3.6395 -0.47
H 6.1293 -1.5809 -1.3998 0.34
H 4.5678 -2.5145 -1.9239 0.29
H 5.1552 -2.4511 -0.1147 0.31
H 3.7702 -0.1666 -1.8221 0.11
H 5.0163 0.2371 -0.4094 0.23
H 2.1355 -1.2981 -0.3922 0.02
H 3.3887 -1.7015 0.8851 0.42
H 1.3844 0.2538 1.2498 0.03
H 2.9736 0.1635 2.1652 0.41
H 4.1475 1.9138 0.6333 0.30
H 2.6624 2.5428 1.5210 0.25
H 2.4138 3.5169 -0.7225 0.12
H 3.0513 1.9413 -1.5762 0.20
H 0.6479 2.1847 -2.1117 0.37
H 0.8143 0.7445 -0.9882 0.14
H 0.2274 2.7354 0.9629 0.46
H -0.5655 3.6392 -0.5345 0.42
H -2.1811 1.8527 0.8794 0.44
H -0.9476 0.5729 0.3444 0.12
H -2.7408 2.5204 -1.5101 0.33
H -1.5099 1.3777 -2.2470 0.33
H -3.6206 0.1076 -2.5125 0.35
H -4.4383 0.7978 -1.0183 0.44
H -1.3732 -1.4791 -2.1667 0.42
H -0.5166 -3.6875 -0.9311 0.42
H -1.7717 -4.3902 1.4717 0.45
H -5.0271 -0.8576 3.4896 0.30
Zn 1.7280 4.6524 0.6979 0.73
```

As for the LUMO energy: -12.24 eV. Its total energy is -74115.869 eV. For the frontier orbital gap, the calculation gives 1.9 eV. As for the multiplicity: 1. Its charge is +2.

=====

(2)
Below is a single C19H27NO3 molecule, with properties calculated with ωB97M-V/def2-TZVPD.

```
50
Properties=species:S:1:pos:R:3:mulliken_charge:R:1
C -5.9209 -0.2178 -1.6572 -1.49
C -5.8327 -0.8913 -0.2890 0.41
C -6.0653 -2.3949 -0.4376 -1.54
C -4.5176 -0.6101 0.4680 0.41
C -4.4840 0.8229 1.0157 -1.20
C -3.0777 1.1814 1.4799 -1.28
C -2.0949 1.2430 0.3033 0.50
C -0.7276 0.7232 0.7286 -0.09
O -0.5469 -0.0817 1.6182 -0.68
N 0.2944 1.2114 -0.0130 -0.15
C 1.6616 0.8060 0.1962 0.14
C 1.9835 -0.4896 -0.5936 -1.09
C 3.3831 -0.9604 -0.3310 0.31
C 3.6933 -1.5814 0.8728 -0.22
C 4.9866 -1.9919 1.1381 -0.74
C 5.9866 -1.7867 0.2023 -0.41
C 5.6861 -1.1708 -1.0000 -0.67
C 4.3916 -0.7586 -1.2635 -0.26
C 2.5745 1.9148 -0.2823 0.22
O 2.2657 2.7264 -1.1157 -0.61
O 3.7677 1.8798 0.3016 -0.40
C -2.5922 0.3755 -0.8689 -0.95
C -3.2407 -0.9000 -0.3427 -1.15
H -6.8945 -0.4157 -2.1012 0.47
H -5.8062 0.8601 -1.5766 0.33
H -5.1602 -0.6002 -2.3328 0.24
H -6.6427 -0.4904 0.3330 0.33
H -6.0646 -2.8817 0.5350 0.40
H -5.2896 -2.8515 -1.0476 0.28
H -7.0251 -2.5841 -0.9136 0.45
H -4.5156 -1.2823 1.3333 0.38
H -5.1788 0.9053 1.8537 0.49
H -4.8063 1.5363 0.2558 0.28
H -2.7269 0.4203 2.1805 0.32
H -3.0851 2.1384 2.0046 0.51
H -1.9785 2.2739 -0.0456 0.50
H 0.1410 1.8792 -0.7544 0.35
H 1.8212 0.6171 1.2626 0.50
H 1.8329 -0.2963 -1.6580 0.37
H 1.2628 -1.2411 -0.2658 0.47
H 2.9125 -1.7450 1.6013 0.45
H 5.2160 -2.4743 2.0768 0.39
H 6.9969 -2.1077 0.4086 0.39
H 6.4615 -1.0103 -1.7350 0.39
H 4.1615 -0.2771 -2.2042 0.39
H 4.3512 2.5686 -0.0564 0.36
H -1.7525 0.1225 -1.5217 0.52
H -3.3097 0.9418 -1.4624 0.47
H -3.4608 -1.5698 -1.1740 0.46
H -2.5151 -1.4053 0.2967 0.47
```

As for the LUMO energy: 0.66 eV. Its SMILES is CC(C)[C@H]1CC[C@H](C(=O)N[C@@H](Cc2ccccc2)C(=O)O)CC1. Its total energy is -27775.661 eV. For the frontier orbital gap, the calculation gives 9.8 eV. As for the multiplicity: 1.

=====

(3)
Below is a molecular structure, C19H28Br2LiN3OS2Sb, with properties calculated with ωB97M-V/def2-TZVPD.

```
57
Properties=species:S:1:pos:R:3:mulliken_spin:R:1
Li 0.4789 0.0392 -0.2203 0.00
S 1.6310 -1.4160 1.6121 0.00
C 2.9901 -0.9930 0.6499 0.00
S 2.7500 -0.2090 -0.8796 0.00
C 4.2965 -1.2751 1.0795 0.00
C 4.5672 -1.8929 2.3363 0.00
N 4.8503 -2.3702 3.3506 0.00
C 5.4502 -0.9718 0.3003 0.00
N 6.4201 -0.7697 -0.2966 0.00
Br 0.1213 3.4983 0.6208 0.07
C -1.7164 3.4918 1.1212 0.80
Br -3.2543 1.0148 1.4619 0.12
H -2.3552 3.8980 0.3547 0.01
H -1.8701 3.7702 2.1501 0.00
C -1.1187 -5.2111 -1.0421 0.00
C -0.6676 -3.7566 -1.1074 0.00
C -0.3192 -3.3358 -2.5353 0.00
Sb -1.8582 -2.1486 -0.2313 -0.01
C -2.6600 -3.1388 1.5145 0.00
C -1.4796 -3.6194 2.3584 0.00
C -3.6989 -4.2380 1.3311 0.00
C -3.5541 -2.1760 -1.6144 -0.01
C -4.7235 -1.3771 -1.0459 0.01
C -4.0400 -3.5209 -2.1502 0.00
H -0.3900 -5.8556 -1.5519 0.00
H -2.0858 -5.3799 -1.5194 0.00
H -1.1967 -5.5666 -0.0135 0.00
H 0.2456 -3.6567 -0.5104 0.00
H -1.1971 -3.3395 -3.1901 0.00
H 0.4173 -4.0183 -2.9756 0.00
H 0.1131 -2.3324 -2.5633 0.00
H -3.1294 -2.2965 2.0325 0.00
H -0.9415 -4.4404 1.8775 0.00
H -1.8303 -3.9838 3.3317 0.00
H -0.7497 -2.8290 2.5393 0.00
H -3.3227 -5.0688 0.7298 0.00
H -4.6084 -3.8684 0.8547 0.00
H -3.9861 -4.6487 2.3085 0.00
H -3.1351 -1.6166 -2.4594 0.00
H -5.1804 -1.8965 -0.1978 0.00
H -5.5045 -1.2505 -1.8078 0.00
H -4.4256 -0.3984 -0.6691 0.00
H -4.3563 -4.1942 -1.3521 0.00
H -3.2757 -4.0369 -2.7317 0.00
H -4.9069 -3.3700 -2.8091 0.00
O -0.6932 0.6868 -1.5070 0.01
N -0.9076 1.8111 -2.0837 0.00
C 0.0776 2.4110 -2.7871 0.00
C -0.1525 3.6174 -3.4110 0.00
C -1.3943 4.2226 -3.3040 0.00
C -2.3794 3.5954 -2.5585 0.00
C -2.1229 2.3863 -1.9468 -0.01
H 1.0124 1.8681 -2.7788 0.00
H 0.6577 4.0739 -3.9617 0.00
H -1.5850 5.1755 -3.7795 0.00
H -3.3558 4.0390 -2.4197 0.00
H -2.7934 1.8393 -1.2906 0.01
```

As for the LUMO energy (spin up / spin down): 3.94 / 3.93 eV. Its total energy is -195173.079 eV. For the frontier orbital gap (spin up / spin down), the calculation gives 5.6 / 5.6 eV. As for the multiplicity: 2. Its charge is -2.